The following is a quantum chemistry calculation of one molecule with the formula C21H29N3O3S2, from the OMol25 dataset.

```
58
Properties=species:S:1:pos:R:3:forces:R:3:lowdin_charge:R:1
C 5.126243 2.573535 0.885341 -0.42 -0.01 -0.45 -0.380
S 4.373891 2.615610 -0.766084 0.20 0.11 0.07 0.896
C 2.659200 2.341331 -0.471711 0.25 0.05 0.13 -0.552
C 1.853730 2.214776 -1.605764 0.13 0.04 0.13 -0.117
C 0.495934 2.041408 -1.479868 -0.15 0.00 0.19 -0.020
C -0.091040 1.991879 -0.211841 0.59 0.08 0.30 -0.153
C -1.523968 1.866796 -0.098476 -0.99 -0.19 -0.74 -0.306
N -2.358189 1.697377 -1.082557 0.87 0.06 -0.01 0.202
C -3.600451 1.664359 -0.512941 -0.09 0.36 1.15 -0.321
C -4.814785 1.470692 -1.331086 -0.08 -0.55 0.00 -0.386
S -4.982536 -0.253117 -1.936862 -0.20 0.02 -0.02 0.880
C -5.192550 -1.125576 -0.359905 0.00 0.34 -0.32 -0.372
C -3.934584 -1.244982 0.489528 -0.22 -0.02 -0.40 -0.579
O -4.003755 -1.267011 1.704169 0.02 -0.11 0.43 0.046
N -2.791441 -1.383129 -0.194901 0.36 -0.14 -0.17 0.055
C -1.519444 -1.535454 0.479423 0.04 -0.01 0.12 -0.180
C -0.402640 -1.789801 -0.519928 -0.01 -0.03 0.42 -0.156
C 0.929577 -2.028085 0.198653 -0.34 0.05 -0.29 -0.198
N 1.933731 -2.473075 -0.752068 0.05 -0.14 -0.03 -0.169
C 2.821374 -3.522313 -0.282191 0.28 0.12 0.21 -0.163
C 3.905911 -2.989472 0.661640 -0.20 -0.27 -0.08 -0.194
O 4.662186 -1.975315 0.034406 0.10 -0.12 -0.06 -0.131
C 3.835038 -0.915498 -0.396725 -0.23 0.14 -0.25 -0.206
C 2.725014 -1.402974 -1.337658 0.25 0.08 0.16 -0.143
C -3.464749 1.817074 0.843023 -0.82 -0.02 -0.96 -0.247
C -4.425783 1.843012 1.969507 0.31 -0.15 0.10 0.011
O -2.140433 1.948719 1.102822 0.51 -0.01 0.15 0.121
C 0.719036 2.092700 0.917361 -0.30 -0.05 -0.17 -0.010
C 2.083507 2.265173 0.790953 0.16 0.01 -0.07 -0.090
H 4.940801 1.610411 1.351415 0.03 -0.05 0.13 0.034
H 6.191636 2.701781 0.721448 0.06 0.01 0.00 0.034
H 4.747037 3.391372 1.490974 0.04 0.00 0.12 0.037
H 2.314830 2.266851 -2.580216 0.00 -0.01 -0.17 0.107
H -0.138575 1.953792 -2.347213 -0.06 0.00 -0.12 0.118
H -5.718295 1.712615 -0.772523 0.00 0.12 -0.07 0.079
H -4.759468 2.065122 -2.241826 -0.08 0.08 0.05 0.080
H -5.979423 -0.641920 0.219764 0.08 -0.11 0.09 0.087
H -5.523646 -2.130951 -0.626404 -0.04 0.02 0.06 0.084
H -2.793800 -1.235141 -1.194658 -0.10 0.08 0.11 0.094
H -1.302503 -0.637977 1.071804 -0.02 -0.09 0.04 0.119
H -1.611194 -2.370811 1.182515 0.11 0.10 -0.01 0.130
H -0.633999 -2.672664 -1.117416 0.02 -0.02 -0.05 0.121
H -0.312205 -0.935118 -1.192939 0.01 0.04 -0.12 0.104
H 0.782106 -2.810940 0.946969 0.04 0.04 0.05 0.124
H 1.219148 -1.109388 0.729362 0.02 -0.06 0.08 0.116
H 2.236785 -4.300283 0.210910 0.01 -0.05 -0.02 0.120
H 3.306257 -3.954107 -1.163355 0.03 -0.08 0.07 0.124
H 4.615223 -3.774522 0.928607 -0.08 -0.01 0.07 0.123
H 3.441619 -2.594965 1.580459 0.04 -0.04 -0.03 0.124
H 4.490337 -0.210787 -0.909781 -0.12 0.04 0.07 0.096
H 3.385208 -0.419373 0.479584 0.07 0.01 -0.06 0.110
H 2.071740 -0.570550 -1.601233 0.01 0.03 -0.06 0.106
H 3.182475 -1.795805 -2.250440 0.02 0.11 -0.04 0.128
H -4.077562 2.530569 2.736687 -0.07 0.12 0.05 0.089
H -5.408071 2.151878 1.621751 -0.05 0.04 -0.01 0.086
H -4.501534 0.845943 2.408636 -0.06 0.03 0.04 0.074
H 0.271731 2.045904 1.899114 -0.04 0.00 0.09 0.122
H 2.685326 2.350430 1.681772 0.08 0.01 0.06 0.096
```
Forces are in eV/Å.

DFT total energy (Ha): -2004.00105
SMILES: CSc1ccc(-c2nc(CSCC(=O)NCCCN3CCOCC3)c(C)o2)cc1
Net charge: 0
Energy above the lowest of the compared OMol25 structures with the same formula, charge and spin (eV): 0.5041
Spin multiplicity: 1